No. 1
66
Properties=species:S:1:pos:R:3:forces:R:3 method="wB97M-V/def2-TZVPD" e_lumo_ev=0.6 max_force_ev_per_a=3.6 charge=0 relative_energy_kj_mol=151.8 orbital_gap_ev=9.43
C 7.761800 -4.749120 9.995184 0.267 1.884 -0.955
O 7.743220 -6.084665 10.238657 -0.916 -1.342 0.501
C 8.944167 -6.796136 10.208702 1.666 2.048 -1.730
C 9.994254 -6.265996 11.175035 -1.889 1.243 1.131
N 9.378540 -6.320718 12.531988 1.128 -0.480 -0.151
C 10.364665 -6.015531 13.551879 2.075 -0.514 0.086
C 10.961223 -4.609923 13.448903 -1.094 -0.428 -0.079
O 9.811328 -3.801060 13.180171 -0.088 -0.786 0.028
C 10.095593 -2.483254 13.022695 0.225 3.232 1.645
H 8.147713 -4.118354 10.785615 0.202 0.000 0.726
H 6.767760 -4.374781 9.767376 -0.317 -0.322 0.142
H 8.357885 -4.476327 9.124368 0.301 -0.172 -0.401
H 9.427646 -6.739209 9.186160 -0.622 -0.072 0.564
H 8.663060 -7.788783 10.382241 -0.111 -1.539 0.520
H 10.267019 -5.170755 10.967020 0.003 -1.656 -0.174
H 10.820174 -6.935825 11.213109 0.995 -0.251 -0.331
H 8.772501 -5.526548 12.603425 -0.933 0.147 -0.180
H 11.170262 -6.805943 13.632751 -0.757 0.873 -0.503
H 9.933186 -6.020802 14.513261 -1.030 -0.308 1.075
H 11.697269 -4.507853 12.677860 0.477 0.187 -0.721
H 11.394006 -4.313417 14.390729 0.249 0.050 0.431
H 10.580196 -2.205130 12.098561 0.803 -0.290 -0.377
H 10.635386 -2.011773 13.928253 -0.103 -0.932 -1.246
H 9.216439 -1.821800 13.012427 -0.474 -0.821 -0.041
C 8.142636 -11.376458 18.968395 1.321 -0.145 0.899
O 8.088525 -10.178011 19.701411 -0.251 0.373 0.332
C 9.357066 -9.672173 20.071467 1.596 -2.831 -1.439
C 9.212820 -8.512421 20.947208 0.717 -0.350 0.668
N 10.445384 -8.268993 21.675490 0.319 0.268 0.448
C 10.274379 -7.048272 22.446862 0.118 0.065 -0.272
C 11.023630 -5.927807 21.816255 2.812 0.561 -0.523
O 10.721940 -5.665715 20.422476 0.064 -0.035 1.309
C 11.652014 -6.246840 19.535621 -0.101 -1.471 -0.748
H 7.161127 -11.729673 18.781955 -1.100 0.159 -0.503
H 8.566310 -12.186222 19.610004 0.339 0.439 -0.541
H 8.717901 -11.214289 18.045457 -0.108 -0.404 0.111
H 9.962500 -9.463269 19.135946 -0.433 -0.093 0.923
H 9.955683 -10.497720 20.649291 -0.927 1.101 -0.873
H 8.360128 -8.723580 21.575955 -0.492 0.218 0.500
H 9.073189 -7.615785 20.396374 -0.661 0.749 -0.618
H 10.868150 -9.039222 22.176803 -0.502 -0.067 -0.010
H 10.551801 -7.046063 23.500235 0.239 -0.528 0.091
H 9.236451 -6.836094 22.420416 -1.233 0.503 0.299
H 12.122397 -6.281387 21.838663 -1.354 0.828 0.068
H 10.964686 -4.977255 22.389753 -0.182 -0.511 -0.411
H 11.930357 -7.295548 19.853573 -0.111 1.255 -0.262
H 12.517344 -5.625170 19.269381 -0.032 0.044 0.623
H 11.101350 -6.345266 18.600334 0.142 -0.220 -0.151
O 12.563261 -9.177231 17.639985 0.480 -0.085 0.260
H 13.385150 -9.570056 17.982909 -0.540 0.250 -0.247
H 12.799877 -8.276902 17.350942 -0.074 -0.102 -0.156
O 10.115717 -8.265300 15.766639 -1.327 0.100 -1.018
H 10.548788 -8.909234 16.284925 1.078 -1.153 1.261
H 9.420948 -8.793865 15.290299 0.378 1.008 0.114
O 10.974298 -4.204938 16.987329 1.476 0.734 -0.628
H 11.180980 -3.253517 17.023097 -0.183 -0.696 0.005
H 10.100592 -4.311397 17.336427 -1.285 -0.050 0.576
O 8.279784 -8.732763 13.917761 1.783 1.358 -1.904
H 8.804963 -8.080026 13.257379 -1.834 -1.309 1.784
H 7.352027 -8.624546 13.709809 -0.150 0.131 -0.105
O 12.408488 -6.760918 16.063056 1.100 0.099 0.355
H 11.751802 -7.318989 15.650999 -0.724 -0.226 -0.186
H 11.930300 -6.075087 16.535265 -0.239 0.371 -0.061
O 8.737444 -5.210967 18.392117 0.357 -0.008 -0.099
H 8.989110 -6.014086 17.929578 -0.386 -0.359 -0.434
H 9.368915 -5.247412 19.125807 -0.142 0.280 0.598

No. 2
11
Properties=species:S:1:pos:R:3:forces:R:3 method="wB97M-V/def2-TZVPD" e_lumo_ev=1.0 max_force_ev_per_a=1.6 charge=0 relative_energy_kj_mol=104.2 orbital_gap_ev=10.89
C -0.981450 0.265235 0.582621 -0.244 -0.828 1.097
C 0.788627 -1.307433 0.867153 -0.250 -0.998 0.782
N 0.221941 -0.421197 0.205362 0.356 0.801 -1.332
H -1.834936 -0.295213 0.195119 0.019 0.296 -0.444
H -0.940803 1.276049 0.204867 -0.248 0.199 -0.106
H -1.159752 0.270685 1.666626 0.221 0.182 0.055
H 1.654139 -1.831683 0.458610 0.011 0.269 0.043
H 0.402150 -1.687442 1.829036 0.090 0.211 -0.054
H 0.777255 0.783962 -1.380437 0.111 -0.263 -0.069
H 0.112574 1.669075 -2.432283 0.106 -0.010 -0.065
O 0.960254 1.277959 -2.196672 -0.173 0.140 0.093

No. 3
46
Properties=species:S:1:pos:R:3:forces:R:3 method="wB97M-V/def2-TZVPD" e_lumo_ev=-0.2 max_force_ev_per_a=10.0 charge=0 relative_energy_kj_mol=633.9 orbital_gap_ev=8.16
N -3.665975 -0.384055 0.655532 1.521 -0.055 -0.003
C -2.874993 -1.141631 1.743750 1.261 -0.216 -3.542
C -1.327377 -0.749099 1.555301 -2.640 -0.578 -1.781
N -0.420269 -1.390581 2.417315 1.275 -0.074 1.485
C 0.350023 -2.533958 2.031430 -0.285 -3.390 -2.140
C 0.342255 -0.505488 3.257638 1.659 -1.222 -2.198
C 1.714157 -0.108215 2.715776 2.025 1.927 4.987
O 1.863420 1.282712 2.594397 -0.705 1.494 -1.051
H -3.180318 -0.574353 -0.310788 -1.229 0.779 2.469
H -3.669078 0.659331 0.861535 0.234 -1.820 -0.603
H -3.090506 -0.823481 2.739683 -0.924 -0.230 0.585
H -2.991837 -2.263739 1.478625 -0.013 1.808 1.091
H -1.456392 0.366925 1.483873 1.113 -0.665 0.718
H -1.105335 -1.067994 0.547814 0.047 0.042 -0.814
H 1.292053 -2.447182 1.353723 -1.367 0.516 1.731
H -0.265126 -3.243217 1.346554 0.382 1.352 1.299
H 0.549830 -3.287827 2.846395 0.036 1.368 -0.137
H 0.493368 -0.900114 4.191642 0.036 -1.085 2.486
H -0.214121 0.342131 3.293560 -1.400 2.739 0.729
H 2.594217 -0.113837 3.485640 -1.739 -1.797 -0.684
H 2.063988 -0.601094 1.903115 0.688 -1.591 -2.714
H 1.643770 1.494145 1.694339 -0.108 0.689 -0.670
H 3.271567 1.818813 -2.271489 -1.338 -2.401 -0.414
H 2.700890 0.138225 -2.272719 0.927 1.612 -0.012
O 2.830459 1.016076 -2.722812 0.541 0.246 0.184
H 0.791568 0.427927 -0.665078 0.384 1.245 -0.054
H 0.004124 1.239642 0.219955 -2.810 0.152 2.431
O 0.671622 1.375695 -0.384377 1.978 -2.050 -2.020
H 1.659126 -1.221016 -3.606204 -0.998 -0.282 0.329
H 0.849692 -2.006837 -2.421741 0.402 0.554 -0.915
O 1.650941 -1.953882 -2.978217 1.058 -0.993 0.723
H -1.656020 0.077925 -2.455295 9.392 -3.304 0.905
H -2.600257 1.173707 -2.091673 -0.056 2.918 1.747
O -2.429075 0.388546 -2.505532 -9.433 0.305 -2.555
H 0.068971 -3.369886 -0.376764 0.979 1.620 -0.662
H 1.487109 -3.058578 -0.897559 -0.508 0.556 -0.061
O 0.648328 -2.599994 -0.669776 -0.482 -2.177 -0.262
H 1.388403 0.759775 -3.884702 -1.141 -1.302 -0.421
H 0.113052 0.594822 -3.158812 0.645 -1.250 -1.856
O 0.578311 0.130971 -3.940289 0.218 3.620 1.771
H -2.388248 3.695381 0.526386 -0.787 -1.361 0.165
H -2.176113 2.807563 1.662111 1.109 -0.404 2.290
O -2.678438 2.809758 0.886836 -0.233 1.808 -2.429
H 1.497927 2.605707 -1.058294 1.450 1.548 -1.380
H 1.167149 3.525295 -2.141912 -2.175 1.196 -1.918
O 1.931417 3.288197 -1.699631 1.011 -1.847 3.170